(1)
A 3-piece molecular cluster, C20H42NO10P2 overall in a non-equilibrium geometry, computed with ωB97M-V/def2-TZVPD.

Properties
Net charge: +1
HOMO-LUMO gap: 0.27468 Ha
Energy relative to the best compared isomer or geometry (same formula, charge and spin): 0.00 kJ/mol
Highest occupied orbital energy: -0.4293 Ha

Geometry as XYZ:
```
75
Properties=species:S:1:pos:R:3:forces:R:3:lowdin_charge:R:1
P -2.9621 1.1750 -4.4284 -1.5186 -2.7783 5.5790 0.53
P 0.7236 3.0337 1.8190 3.3373 4.5395 3.2798 0.53
O -3.9208 0.3769 -5.4700 1.5255 1.9261 -1.4305 -0.19
O -0.3553 2.6175 2.7478 -0.8402 -1.8697 -2.4103 -0.22
O 0.7970 4.6442 2.0724 -0.2580 -0.3835 -0.4727 -0.21
O 0.1954 -2.4195 3.3206 0.6944 -0.0608 1.1716 -0.02
O -2.6436 -0.2040 -3.5933 0.0279 0.0972 -0.6413 -0.21
O -4.1673 1.7569 -3.5193 0.3005 -0.0294 -0.8091 -0.19
O 2.1206 2.5892 2.5299 -0.4847 -0.2023 -0.5947 -0.19
O 1.3573 3.1849 0.3324 -1.9720 -2.0750 -0.0661 -0.19
O -0.1429 -3.3066 2.2645 -0.1727 0.2205 -1.2472 -0.11
O -1.7648 1.9943 -4.1196 -0.1489 0.6564 -2.9965 -0.23
N 3.2344 -5.6577 4.4101 0.2151 -0.5032 -0.3272 0.16
C 5.5406 -2.7478 3.2809 -0.8372 0.5010 0.3218 0.16
C -5.6421 3.0185 -5.0122 0.1188 -0.1059 -0.1072 -0.08
C -1.0886 -0.1220 -1.7501 0.0396 -0.0853 0.2224 -0.07
C -3.3428 -0.1794 -6.6795 0.0195 -0.3481 -0.2230 -0.25
C 0.0576 -4.5909 2.7948 -0.0721 0.3134 1.5643 -0.16
C 0.4585 3.3647 -0.7976 -0.1020 0.3357 -0.3923 -0.24
C 3.6717 -5.5186 3.2043 -0.0781 -0.6715 -0.4694 -0.17
C 2.4978 -5.5125 2.2635 -0.1579 0.9125 0.0109 -0.02
C 5.1247 -5.3442 2.8837 -0.0167 0.2491 0.5180 -0.09
C -0.3001 5.3545 2.6542 -0.0303 0.1404 0.3307 -0.30
C 1.7594 -5.7548 4.4377 -0.2763 1.9697 -0.1311 -0.05
C -4.7077 3.0510 -3.8163 -0.2265 0.2533 -0.1012 -0.27
C -1.3147 -0.5193 -3.1934 0.0579 0.0410 0.2673 -0.31
C -2.5650 -1.4556 -6.4180 0.1992 0.0898 0.2164 -0.07
C 1.4933 -4.8077 3.2398 0.9242 -1.4603 -0.8149 -0.24
C 2.4154 1.2045 2.6467 0.1457 -0.2597 -0.1306 -0.29
C 5.4005 -3.9158 3.0866 0.0485 -0.5497 -0.3506 -0.12
C -0.0728 5.5823 4.1339 0.1274 0.0480 0.0833 -0.07
C 2.9005 0.6158 1.3306 -0.1210 -0.0162 -0.0544 -0.08
C -0.0895 4.7759 -0.8837 -0.1336 0.0471 0.2977 -0.06
H -2.3599 -1.9734 -7.3552 -0.0657 0.0519 -0.0382 0.08
H -1.1926 -1.5996 -3.3050 -0.1347 -0.0062 -0.0252 0.11
H 0.1678 4.6516 4.6468 -0.1363 -0.0806 -0.0666 0.07
H -2.7118 0.5669 -7.1660 -0.0453 0.0291 -0.0064 0.12
H -6.1451 3.9786 -5.1311 0.0241 0.0106 0.0372 0.08
H -6.3915 2.2369 -4.8927 -0.0309 0.0311 0.0611 0.08
H 2.1010 0.6030 0.5876 0.0235 -0.0479 0.0015 0.06
H 5.3394 -5.6607 1.8654 0.0408 -0.0780 0.0254 0.14
H -0.2900 -5.3411 2.0888 -0.0280 0.2672 -0.2904 0.15
H -4.1781 -0.3882 -7.3454 -0.1171 0.1214 0.1315 0.12
H -1.3736 0.9143 -1.5772 0.0407 0.0429 -0.1612 0.06
H -0.5514 4.9422 -1.8569 0.0482 -0.0925 -0.0346 0.08
H -3.1189 -2.1190 -5.7556 -0.0804 -0.0027 -0.0579 0.09
H 2.0343 -3.8955 3.4901 -0.8392 0.4661 0.0824 0.14
H 1.3514 -5.2630 5.3170 0.0682 -0.7074 0.4091 0.15
H 5.3568 -1.7263 3.5333 0.5875 0.0853 -0.1393 0.05
H 2.1588 -6.5330 2.0505 0.1767 -0.0855 0.1005 0.15
H -0.8518 4.9498 -0.1227 0.0044 0.0293 -0.0087 0.07
H -5.0951 2.8052 -5.9328 -0.0278 0.0554 -0.0077 0.07
H -0.9603 6.0186 4.5948 0.0048 0.0060 -0.0088 0.08
H -0.0375 -0.2501 -1.4785 -0.0057 0.0044 0.0078 0.07
H -1.6062 -1.2421 -5.9429 -0.0026 -0.0254 0.0025 0.07
H 1.4422 -6.7731 4.2245 -0.1250 -0.0682 0.4268 0.15
H 1.0383 3.1466 -1.6925 0.1592 -0.1251 0.1510 0.12
H -0.5657 -4.6423 3.6994 -0.0663 -0.2787 -0.1164 0.14
H -0.5834 -0.0467 -3.8493 -0.0445 0.1323 0.0331 0.10
H 0.7650 6.2632 4.2889 -0.0145 0.0185 -0.0203 0.08
H -5.2575 3.3632 -2.9294 0.0812 -0.1154 0.0767 0.12
H 0.6999 5.5101 -0.7296 0.0535 -0.0321 -0.0736 0.09
H 3.8505 -5.6871 5.2141 -0.1147 -0.0807 0.0925 0.19
H 2.6506 -5.0146 1.3081 0.3022 0.1121 0.1173 0.14
H -0.3505 2.6366 -0.7429 0.0308 -0.0316 -0.0071 0.09
H 1.5353 0.6650 3.0145 0.0212 0.0336 0.0448 0.10
H 3.2492 -0.4102 1.4721 -0.0139 0.0063 0.0275 0.06
H 3.2005 1.1131 3.3984 -0.0574 0.1440 0.0616 0.11
H -0.2147 -1.5598 3.1495 -0.4262 -0.3190 -0.7036 0.12
H -0.3626 6.3155 2.1397 0.1204 -0.0475 -0.0839 0.12
H 5.7069 -5.9161 3.6113 0.1334 -0.1570 -0.2549 0.14
H 3.7128 1.2141 0.9199 0.0375 -0.0020 0.0515 0.09
H -1.6941 -0.7370 -1.0820 -0.0020 -0.0246 -0.0319 0.08
H -1.2409 4.8344 2.4746 0.0558 -0.1335 0.0603 0.10
H -3.8958 3.7667 -3.9737 0.0296 -0.0474 0.0416 0.11
```
Forces are in eV/Å.

***

(2)
A 3-piece molecular cluster, C20H43ClN4O6 overall in a non-equilibrium geometry, computed with ωB97M-V/def2-TZVPD.

Properties
HOMO-LUMO gap: 0.34483 Ha
Energy relative to the best compared isomer or geometry (same formula, charge and spin): 424.14 kJ/mol
Highest occupied orbital energy: -0.3411 Ha
SMILES: CCCC[C@@](CCO)(OCCC(=O)Cl)[C@@H](N)N=C=O.COC[C@@H](C)N.COC[C@@H](C)N

Geometry as XYZ:
```
74
Properties=species:S:1:pos:R:3:forces:R:3:lowdin_charge:R:1
Cl 3.3294 2.2472 -4.8910 -0.6122 0.4123 1.4562 0.57
O 3.3650 4.4679 -3.4329 -2.1012 -6.0641 0.1044 -0.03
O -4.0328 1.6119 -4.4970 0.2885 1.8420 0.1755 -0.13
O -3.9927 0.7650 1.2700 3.3262 -3.6569 -5.9879 0.08
O 0.5675 -0.3081 3.1439 -0.2990 -0.3106 -0.2614 -0.20
O 1.8631 -3.0615 -1.0964 -0.1265 -0.2872 -0.3124 -0.21
O -0.2616 2.9450 -1.4497 -0.7051 -1.2647 -1.6378 -0.14
N -3.0634 0.3177 -1.0499 -0.6350 0.0814 5.7155 0.13
N -0.4642 -1.0701 5.7195 -0.0380 0.2407 -0.2171 0.04
N -0.8649 0.5301 -0.0180 0.2602 -0.6340 -0.5175 0.06
N 1.9794 -5.0866 0.9460 -0.2419 0.2469 -0.1227 0.04
C -1.6479 2.4549 -1.6140 -1.1790 0.2848 -0.2633 -0.35
C 0.5585 2.5941 -2.5903 1.9120 0.2571 -0.1567 -0.19
C -3.7528 2.4954 -3.3413 0.4276 0.3365 -1.0698 -0.22
C 2.9562 3.2622 -3.4081 1.4490 5.2330 1.0217 -0.67
C -0.9447 4.6533 1.1149 0.8900 -0.9894 -0.6667 -0.22
C -2.0808 3.5252 0.8434 -0.7291 1.1233 0.8461 -0.20
C -2.5564 3.4090 -0.6913 0.2477 0.4654 0.3069 -0.11
C -3.4394 0.3386 0.2185 -2.0562 4.5248 0.3600 -0.16
C -0.9303 -1.7625 4.5108 0.4024 0.0136 -0.0657 -0.43
C -2.1482 2.5374 -3.1665 -0.1720 0.1217 0.0994 -0.11
C 3.2147 -5.9715 -0.9593 0.0985 -0.2590 -0.0824 -0.07
C 0.3726 3.9226 1.7610 0.4138 0.3623 -0.2879 -0.12
C 3.0816 -2.8527 -1.7926 0.0023 0.2458 0.2714 -0.10
C 1.5685 -1.1696 2.6288 0.1463 0.2983 0.2020 -0.11
C 1.8580 -5.4774 -0.4648 0.2780 0.2952 -0.0141 -0.43
C -0.7252 -0.8998 3.2478 -0.1667 0.2855 0.2184 -0.21
C -0.2568 -3.1301 4.4339 -0.0876 -0.2582 0.0547 -0.07
C 2.1311 2.6766 -2.1271 0.0912 -0.2001 -1.7326 -0.09
C 1.2651 -4.3373 -1.3207 -0.2149 -0.0407 0.2085 -0.20
C -1.6892 0.8878 -1.2149 1.9031 -0.9508 -1.2045 -0.33
H 1.2771 -4.5876 -2.3889 0.1662 0.0065 0.0002 0.12
H -0.4471 -3.6078 3.4682 0.0259 0.0291 0.0312 0.07
H -0.8454 -0.5159 0.0107 -0.1165 1.1297 -0.0084 0.09
H 2.4823 -4.1980 0.9707 0.0244 -0.2157 0.0332 0.06
H -1.3029 5.5290 1.7679 0.4274 -1.5260 -0.9114 0.10
H 2.0416 -1.7225 3.4425 0.0453 -0.2182 -0.1284 0.08
H 0.4082 1.5113 -2.9656 -0.0601 1.8686 0.4994 0.13
H -0.6546 5.0763 0.0758 -0.3511 -0.5048 1.8405 0.10
H 3.9230 -3.1962 -1.1883 0.1238 -0.0823 -0.1817 0.08
H -1.2139 0.3194 -2.1159 -1.1526 1.0155 1.1759 0.14
H -0.6495 -3.7907 5.2127 0.0480 0.1339 -0.0629 0.08
H 2.3076 3.4258 -1.2803 -0.3061 -1.1955 -1.2910 0.12
H -1.7901 3.5135 -3.6900 -0.4057 -1.6545 1.1505 0.13
H 3.0882 -3.3431 -2.7702 -0.0046 -0.0679 0.0607 0.09
H 0.4692 3.3703 -3.4530 -0.2947 -1.4654 1.4274 0.14
H 1.1740 -1.8595 1.8764 -0.0423 -0.0522 0.0348 0.08
H 2.5314 1.6212 -1.9274 -0.5511 1.6508 0.0258 0.11
H -2.5090 4.4705 -1.1672 -0.0113 -1.7671 0.7812 0.14
H -0.9699 -1.4579 2.3348 0.1103 -0.1237 0.0091 0.11
H 0.8238 -3.0761 4.5817 -0.0791 0.0835 -0.0343 0.07
H 0.1140 2.9532 2.3148 0.2057 1.4299 -0.7811 0.06
H -2.0073 -1.9395 4.6145 0.0564 0.1402 -0.0671 0.14
H 1.0537 -4.8486 1.2988 0.0814 -0.1510 0.0670 0.06
H 0.4915 -0.7582 5.5403 -0.1330 -0.1400 0.0897 0.07
H 3.2052 -1.7777 -1.9443 -0.1097 -0.0610 0.0102 0.08
H -4.0963 3.5541 -3.6803 0.3404 -1.7102 1.1754 0.13
H -3.0162 3.8731 1.4451 1.4634 -0.7431 -1.0705 0.12
H -3.8651 2.2112 -5.2707 -0.3068 -1.1497 0.9073 0.09
H 4.0286 -5.2880 -0.7085 -0.1227 0.0206 -0.0020 0.06
H -1.4287 -0.0609 3.2916 0.1421 -0.0086 0.0013 0.12
H 3.2092 -6.1143 -2.0438 0.0112 0.0315 0.0580 0.08
H 0.9358 4.5980 2.4994 -0.8889 -0.8853 -1.0900 0.07
H -3.6756 3.1343 -0.6762 1.8851 0.0293 -0.2861 0.11
H 1.1410 3.6384 0.9339 -1.4534 0.4680 1.3376 0.06
H 3.4580 -6.9343 -0.5003 -0.0655 0.1493 0.0012 0.08
H -4.3325 2.1047 -2.4373 0.9403 0.5553 -1.4696 0.11
H -1.7357 1.6362 -3.7762 -0.7238 1.5836 1.1208 0.12
H 0.2109 -4.2193 -1.0455 0.1153 0.0768 0.0583 0.12
H 0.1376 0.7795 -0.1443 -1.0932 0.1811 0.0276 0.09
H -1.7514 2.5402 1.3255 -0.5239 1.3240 -1.0801 0.08
H -0.9858 -0.2008 5.8190 -0.0187 -0.1381 0.0929 0.07
H 2.3397 -0.5527 2.1610 -0.1173 0.0407 0.0137 0.09
H 1.1656 -6.3254 -0.5240 -0.0530 0.1571 -0.0064 0.14
```
Forces are in eV/Å.